{
  "formula": "C4H11N2O",
  "method": "ωB97M-V/def2-TZVPD",
  "orbital_gap_ha": 0.211,
  "total_energy_ha": -343.388661,
  "homo_energy_ev": -12.59,
  "total_charge": 1,
  "species": ["N", "C", "C", "C", "N", "C", "O", "H", "H", "H", "H", "H", "H", "H", "H", "H", "H", "H"],
  "xyz": [[3.04446, -0.71352, 1.34003], [-0.52350, 0.85185, 0.79927], [-0.47220, 0.13179, 2.09126], [-0.08389, 0.28914, -0.45568], [-1.35513, 0.54686, -1.03680], [-1.81282, -0.35795, -2.08457], [0.81643, -0.30190, -0.93704], [2.66847, 0.15815, 1.01050], [2.52011, -1.53043, 1.08012], [4.03511, -0.82608, 1.20966], [-0.95908, 1.81690, 0.97896], [0.27567, -0.65972, 2.01977], [-1.46815, -0.17703, 2.42006], [-0.07325, 0.84655, 2.82555], [-1.85691, 1.41817, -0.98497], [-2.85284, -0.62544, -1.97960], [-1.43701, -0.04524, -3.06920], [-1.17130, -1.22777, -2.09303]],
  "nbo_charge": [-1.1030, 0.2022, -0.7243, 0.5799, -0.4921, -0.4641, -0.4410, 0.3529, 0.3667, 0.3882, 0.2524, 0.2721, 0.3075, 0.3028, 0.4398, 0.2457, 0.2636, 0.2505]
}

---

{
  "formula": "CH4N3OS",
  "method": "ωB97M-V/def2-TZVPD",
  "orbital_gap_ha": 0.353,
  "total_energy_ha": -677.853740,
  "homo_energy_ev": -15.69,
  "total_charge": 1,
  "species": ["C", "N", "N", "N", "O", "S", "H", "H", "H", "H"],
  "xyz": [[-1.29651, 1.03832, -0.11364], [-1.95533, 0.08457, -0.07735], [1.76599, 0.15974, -0.90068], [0.43539, -0.90703, 0.81657], [-0.41512, 1.74240, 0.11440], [1.44585, 0.29853, 0.54914], [-2.75356, -0.31394, -0.54144], [2.38866, 0.64073, -1.38076], [0.04096, -1.35609, 1.60137], [0.34368, -1.38722, -0.06762]],
  "nbo_charge": [0.8673, -0.7028, -0.8880, -0.9733, -0.5513, 1.4666, 0.4587, 0.4170, 0.4667, 0.4392]
}

---

{
  "formula": "C10H14ClNO5S",
  "method": "ωB97M-V/def2-TZVPD",
  "orbital_gap_ha": 0.394,
  "total_energy_ha": -1678.742445,
  "homo_energy_ev": -10.32,
  "species": ["O", "O", "O", "O", "Cl", "O", "C", "C", "N", "C", "C", "C", "C", "C", "C", "C", "C", "S", "H", "H", "H", "H", "H", "H", "H", "H", "H", "H", "H", "H", "H", "H"],
  "xyz": [[2.16359, 3.42307, -0.18876], [-3.04662, -0.39578, 0.78886], [2.21334, -2.07543, 0.60206], [0.36032, -3.64135, 0.41992], [-2.06034, -2.12227, 3.76287], [0.16149, 2.34916, 0.20845], [1.00216, 3.42243, 0.22587], [-1.99374, -0.62417, 1.35928], [-0.74839, -0.19795, 1.02244], [0.61473, 4.73964, 0.84640], [-1.13283, -1.96709, -1.62238], [1.24998, -1.18510, -2.06069], [0.68370, 1.16611, -0.44200], [0.12481, -1.29591, -1.02368], [-0.38147, 0.06497, -0.39138], [-1.55855, -1.92473, 2.06497], [-0.15192, -1.37083, 1.68298], [0.78316, -2.26450, 0.37231], [0.53786, 5.48871, 0.03937], [-0.34901, 4.55654, 1.37106], [1.36362, 5.11903, 1.54844], [-1.90766, -2.10639, -0.84932], [-1.54349, -1.33944, -2.42904], [-0.90584, -2.96014, -2.02394], [1.50796, -2.19516, -2.36076], [2.15313, -0.70448, -1.66149], [0.88012, -0.63084, -2.92973], [0.91222, 1.39769, -1.46481], [1.62343, 0.80647, 0.04930], [-1.25060, 0.46884, -0.94570], [-1.82659, -2.85062, 1.50831], [0.52142, -1.15049, 2.52082]],
  "nbo_charge": [-0.6042, -0.5510, -0.9129, -0.9256, 0.0001, -0.5027, 0.7898, 0.6770, -0.4249, -0.7069, -0.6154, -0.6306, -0.0844, -0.2734, -0.0611, -0.3091, -0.3094, 2.1311, 0.2476, 0.2211, 0.2509, 0.2298, 0.2277, 0.2362, 0.2355, 0.2454, 0.2246, 0.2031, 0.2101, 0.2532, 0.2745, 0.2541]
}

---

{
  "formula": "C16H15NO5S",
  "method": "ωB97M-V/def2-TZVPD",
  "orbital_gap_ha": 0.316,
  "total_energy_ha": -1447.399204,
  "homo_energy_ev": -8.56,
  "species": ["C", "H", "H", "H", "O", "C", "O", "C", "C", "C", "C", "C", "C", "H", "N", "C", "O", "C", "C", "C", "C", "C", "S", "H", "H", "H", "H", "H", "H", "H", "C", "O", "O", "C", "H", "H", "H", "H"],
  "xyz": [[-2.13877, 4.17539, -3.17325], [-1.56858, 4.20866, -4.12720], [-1.87793, 5.28740, -2.80137], [-3.10420, 4.10426, -3.32454], [-1.39573, 3.13751, -2.27090], [-1.18602, 3.32271, -1.06863], [-1.25515, 4.36891, -0.55116], [-0.63154, 2.22338, -0.45966], [-0.17183, 2.37709, 0.82910], [0.19126, 1.33068, 1.68293], [0.03670, -0.00517, 0.89062], [-0.28679, -0.21948, -0.36197], [-0.62302, 0.95838, -0.82252], [-1.23810, 0.81716, -2.01550], [-0.26857, -1.44428, -0.73669], [-0.87707, -2.02707, -1.87201], [-1.21512, -1.23239, -2.64104], [-0.72029, -3.50998, -1.99717], [0.48465, -3.88671, -1.44585], [0.41380, -4.66442, -0.13335], [1.92504, -5.01509, 0.22699], [2.61571, -4.83583, -0.72982], [1.98749, -3.92937, -2.13114], [3.66182, -4.97518, -0.63908], [2.20218, -5.38663, 0.96070], [-0.36329, -4.69201, 0.47667], [-0.56424, -3.67910, -2.96390], [-1.64638, -3.80233, -1.81170], [-0.10314, -2.28700, -0.01436], [0.40856, -0.80452, 1.74259], [0.69568, 1.46869, 2.90528], [1.19895, 0.49327, 3.65507], [0.66366, 2.72271, 3.41953], [1.26088, 2.91881, 4.85396], [2.18774, 3.40040, 4.73513], [1.15730, 2.07627, 5.14803], [0.61509, 3.69294, 5.18119], [-0.47079, 3.31193, 1.38502]],
  "nbo_charge": [-0.2529, 0.2039, 0.2160, 0.1840, -0.4796, 0.7565, -0.5979, -0.2525, -0.0405, -0.2195, -0.0934, 0.0879, -0.0756, 0.2346, -0.6405, 0.7138, -0.5623, -0.5752, -0.2341, -0.2465, -0.1886, -0.3307, 0.4562, 0.2250, 0.1789, 0.1920, 0.2494, 0.2557, 0.4236, 0.2324, 0.7357, -0.6678, -0.5207, -0.1768, 0.1892, 0.1855, 0.1874, 0.2473]
}

---

{
  "formula": "C23H28N2O2P2S3Y",
  "method": "ωB97M-V/def2-TZVPD",
  "orbital_gap_ha": 0.235,
  "total_energy_ha": -3069.102508,
  "homo_energy_ev": -3.93,
  "total_charge": -1,
  "species": ["Y", "C", "C", "O", "C", "C", "C", "N", "N", "C", "O", "C", "C", "C", "C", "C", "C", "H", "H", "H", "H", "H", "H", "H", "H", "H", "H", "H", "H", "S", "C", "S", "S", "C", "P", "C", "C", "C", "C", "C", "C", "C", "P", "C", "C", "H", "H", "H", "H", "H", "H", "H", "H", "H", "H", "H", "H", "H", "H", "H", "H"],
  "xyz": [[1.26225, 0.12679, 0.94665], [-0.67789, -2.55093, 3.75361], [-0.66653, -1.26896, 2.97171], [-0.17964, -1.36609, 1.78172], [-1.13883, -0.10165, 3.52710], [-1.11615, 1.18536, 2.90882], [-1.87129, 2.28603, 3.60069], [-0.45463, 1.42299, 1.80466], [-0.60423, 2.73297, 1.30463], [0.18327, 2.91685, 0.29299], [1.00732, 2.04888, -0.20937], [0.11965, 4.24417, -0.40044], [-0.59101, 5.31792, 0.13109], [-0.64040, 6.52750, -0.54174], [0.01578, 6.68237, -1.75805], [0.72868, 5.61808, -2.28957], [0.78493, 4.40668, -1.61125], [0.33747, -2.95219, 3.74855], [-0.99749, -2.41223, 4.78540], [-1.33399, -3.27732, 3.26742], [-1.55616, -0.15630, 4.52288], [-2.52811, 1.87059, 4.36276], [-1.16185, 2.96758, 4.07753], [-2.43657, 2.88762, 2.89329], [-1.09929, 5.18315, 1.07667], [-1.19205, 7.35607, -0.11381], [-0.02344, 7.62919, -2.28302], [1.25148, 5.72665, -3.23220], [1.35800, 3.57418, -1.99627], [4.42844, -2.18633, 3.30761], [3.63072, -0.92105, 2.56000], [3.92495, -0.53391, 0.86836], [2.44133, 0.05138, 3.39605], [2.05078, -3.92755, 0.64576], [1.57428, -2.53187, -0.41480], [2.75751, -2.70117, -1.80176], [0.03558, -3.10225, -1.26866], [-0.34350, -4.44301, -1.32468], [-1.48631, -4.83803, -2.00100], [-2.27553, -3.89437, -2.64636], [-1.91759, -2.55780, -2.59049], [-0.77829, -2.14667, -1.90048], [-0.33145, -0.37878, -1.72623], [-0.07760, 0.19219, -3.44202], [-1.92066, 0.41477, -1.30542], [1.25637, -4.12979, 1.36539], [2.93760, -3.62040, 1.20797], [2.27827, -4.83954, 0.08883], [2.66702, -3.67317, -2.29153], [3.76633, -2.56998, -1.40974], [2.58129, -1.92149, -2.54610], [0.26210, -5.19104, -0.82765], [-1.76372, -5.88492, -2.02673], [-3.16840, -4.19792, -3.17868], [-2.54177, -1.81778, -3.07945], [-0.97899, 0.07626, -4.04986], [0.73107, -0.36948, -3.91029], [0.19919, 1.24715, -3.41959], [-2.71119, 0.18588, -2.02452], [-1.78055, 1.49652, -1.26583], [-2.22656, 0.08828, -0.31052]],
  "nbo_charge": [1.6904, -0.6746, 0.5139, -0.8338, -0.4746, 0.3463, -0.6716, -0.5110, -0.4249, 0.5277, -0.8540, -0.0247, -0.1925, -0.2283, -0.2246, -0.2258, -0.2051, 0.2414, 0.2073, 0.2126, 0.2038, 0.2045, 0.2333, 0.2406, 0.2303, 0.2027, 0.2016, 0.2031, 0.2309, -0.2282, -0.4939, -0.3586, -0.2979, -0.9675, 0.8794, -0.9423, -0.3070, -0.1491, -0.2218, -0.2206, -0.1889, -0.3357, 0.8724, -0.9309, -0.9351, 0.2461, 0.2868, 0.2092, 0.2138, 0.2628, 0.2262, 0.2034, 0.2068, 0.2072, 0.2029, 0.2144, 0.2349, 0.2455, 0.2095, 0.2525, 0.2587]
}

---

{
  "formula": "C25H23N6O7S3W",
  "method": "ωB97M-V/def2-TZVPD",
  "orbital_gap_ha": [0.243, 0.239],
  "spin_multiplicity": 3,
  "total_energy_ha": -3083.477618,
  "homo_energy_ev": [-5.87, -5.87],
  "total_charge": -1,
  "s_squared": 2.02,
  "species": ["W", "C", "C", "C", "C", "C", "C", "C", "C", "C", "C", "N", "C", "C", "C", "C", "C", "N", "H", "H", "H", "H", "H", "H", "H", "H", "H", "H", "H", "H", "H", "H", "H", "H", "H", "O", "S", "O", "O", "O", "S", "C", "N", "O", "S", "O", "O", "C", "N", "C", "C", "C", "N", "C", "C", "C", "N", "C", "C", "H", "H", "H", "H", "H", "H"],
  "xyz": [[-2.20153, -0.79799, 1.17156], [-3.49154, -2.14700, -2.62751], [-2.71935, -3.07913, -1.68884], [-1.18370, -3.02813, -1.88517], [-0.55785, -4.10300, -2.54120], [0.72063, -3.99779, -3.01834], [1.40724, -2.80747, -2.74494], [0.82463, -1.74923, -2.08689], [1.62002, -0.43998, -1.95754], [1.87723, 0.06533, -0.57419], [-0.48586, -1.86586, -1.61612], [-1.19896, -0.78148, -0.90253], [-1.30205, 0.36691, -1.52192], [-2.20864, 1.32158, -1.02539], [-2.57052, 2.65258, -1.27712], [-3.54060, 2.97758, -0.30567], [-3.72677, 1.87248, 0.54956], [-2.90176, 0.88362, 0.12783], [-4.53629, -2.25229, -2.37719], [-3.39595, -2.44545, -3.67040], [-3.09356, -1.11361, -2.51288], [-3.02547, -4.15646, -1.73354], [-2.99675, -2.86384, -0.67741], [-1.17816, -4.97266, -2.62086], [1.08388, -4.74764, -3.70030], [2.36440, -2.69509, -3.18390], [1.18184, 0.30472, -2.65800], [2.56683, -0.63816, -2.41011], [0.91829, 0.28219, -0.07271], [2.45965, 0.94730, -0.52893], [2.34486, -0.73773, -0.02191], [-0.71163, 0.60226, -2.42958], [-2.09536, 3.22373, -2.06641], [-4.12697, 3.90069, -0.30103], [-4.34455, 1.85055, 1.44482], [-2.96192, -0.55104, 2.94409], [-4.29056, -1.52820, 2.82198], [-5.56574, -0.82174, 2.83718], [-3.97866, -1.95351, 1.34640], [-4.03420, -2.61803, 3.69014], [-1.06469, -5.19037, 0.40440], [-1.05586, -3.66065, 0.90926], [-1.09150, -2.53827, 1.27230], [4.16021, 3.26023, -1.52700], [5.45321, 2.91892, -0.93967], [5.92033, 1.52733, -0.96918], [6.52103, 3.81219, -1.29217], [4.85279, 3.06320, 0.85794], [5.44743, 3.92445, 1.72625], [4.77716, 4.02321, 2.89763], [3.65264, 3.23385, 3.23724], [3.14797, 2.43161, 2.23979], [3.77905, 2.31937, 1.06199], [1.91253, 1.66322, 2.34729], [0.73425, 2.37306, 2.00155], [-0.44535, 1.71473, 1.80928], [-0.53961, 0.35891, 1.98762], [0.50275, -0.27495, 2.52558], [1.75950, 0.31030, 2.66491], [5.14847, 4.76120, 3.55139], [3.06943, 3.40642, 4.13413], [0.73454, 3.48654, 1.96301], [-1.28268, 2.31661, 1.36150], [0.34323, -1.31742, 2.68004], [2.61859, -0.28268, 2.89988]],
  "lowdin_spin": [1.6127, 0.0006, 0.0083, -0.0010, 0.0001, -0.0007, 0.0002, -0.0010, 0.0002, 0.0003, -0.0011, -0.0085, 0.0397, 0.0071, 0.0478, 0.0126, 0.0437, 0.0071, 0.0000, 0.0000, 0.0004, 0.0009, 0.0054, 0.0000, 0.0000, 0.0000, 0.0001, 0.0000, 0.0002, 0.0000, 0.0000, 0.0005, 0.0024, -0.0001, 0.0018, -0.0084, 0.0160, 0.0070, 0.0728, 0.0035, 0.0218, 0.0217, 0.0142, 0.0000, 0.0000, 0.0000, 0.0000, 0.0001, 0.0001, 0.0000, 0.0006, 0.0020, 0.0009, 0.0144, -0.0019, 0.0173, 0.0219, 0.0179, -0.0031, 0.0000, 0.0001, -0.0001, 0.0003, 0.0014, -0.0004]
}

---

{
  "formula": "C25H38N4O2",
  "method": "ωB97M-V/def2-TZVPD",
  "orbital_gap_ha": 0.331,
  "total_energy_ha": -1344.971259,
  "homo_energy_ev": -8.39,
  "smiles": "COc1ccc(C[C@H]2CN3C(=NC[C@H]3C)N2CCNC(=O)CCC2CCCCC2)cc1",
  "species": ["C", "H", "O", "C", "C", "C", "C", "C", "C", "H", "H", "C", "H", "H", "C", "N", "C", "N", "C", "H", "H", "C", "N", "C", "H", "H", "C", "H", "H", "H", "H", "C", "H", "C", "N", "C", "O", "C", "H", "H", "C", "H", "H", "C", "C", "C", "C", "C", "C", "H", "H", "H", "H", "H", "H", "H", "H", "H", "H", "H", "H", "H", "H", "H", "H", "H", "H", "H", "H"],
  "xyz": [[4.61244, 8.16626, -0.31937], [3.81569, 8.31365, -1.05590], [4.17149, 7.39803, 0.77325], [3.75620, 6.12132, 0.54671], [3.35116, 5.40377, 1.67402], [2.91485, 4.10335, 1.55432], [2.86557, 3.47495, 0.31280], [3.27010, 4.19349, -0.80083], [3.71377, 5.50205, -0.69627], [4.02414, 6.02194, -1.58896], [3.25265, 3.72503, -1.77497], [2.35876, 2.06747, 0.19404], [2.61323, 1.65067, -0.78206], [2.81847, 1.44569, 0.96518], [0.82680, 2.00726, 0.36377], [0.32696, 0.63783, 0.30495], [-0.11640, 0.39885, -0.95213], [-0.61167, -0.63257, -1.52993], [-1.05088, -0.18764, -2.84359], [-0.40875, -0.63202, -3.61085], [-2.07468, -0.52704, -3.01746], [-0.94312, 1.36851, -2.84511], [-0.07415, 1.55540, -1.70010], [0.10250, 2.68082, -0.81875], [-0.85483, 3.11480, -0.49693], [0.70814, 3.46460, -1.27893], [-2.30429, 2.04440, -2.69473], [-2.79920, 1.69204, -1.79156], [-2.19387, 3.12570, -2.64086], [-2.92804, 1.80353, -3.55163], [-0.44780, 1.73565, -3.75124], [0.75819, -0.36049, 1.25642], [1.61090, -0.93659, 0.87331], [-0.36624, -1.33854, 1.62580], [-0.57680, -2.32828, 0.60423], [-0.24697, -3.62203, 0.78396], [0.13481, -4.07641, 1.84717], [-0.43380, -4.46939, -0.46400], [0.16729, -4.04226, -1.26952], [-0.06270, -5.47154, -0.25011], [-1.89922, -4.52144, -0.90691], [-1.99300, -5.24374, -1.72230], [-2.18545, -3.54214, -1.29747], [-2.87094, -4.90063, 0.21634], [-4.30849, -4.86813, -0.30809], [-5.30597, -5.22382, 0.78968], [-4.99779, -6.60457, 1.35830], [-3.57100, -6.64233, 1.89468], [-2.56729, -6.27931, 0.80392], [-1.56553, -6.28063, 1.23334], [-2.60388, -7.02873, 0.00868], [-3.34583, -7.63700, 2.28586], [-3.47497, -5.93094, 2.71796], [-5.11049, -7.35391, 0.57087], [-5.70438, -6.84769, 2.15517], [-6.32272, -5.20089, 0.38990], [-5.24341, -4.48208, 1.58941], [-4.53307, -3.87464, -0.70413], [-4.40670, -5.58352, -1.12885], [-2.77613, -4.16005, 1.01793], [-0.73469, -1.94887, -0.33436], [-1.29105, -0.77655, 1.79508], [-0.09340, -1.87486, 2.53921], [1.07056, 0.17475, 2.15599], [0.54921, 2.45899, 1.32210], [2.61514, 3.56110, 2.43948], [3.39435, 5.89291, 2.63414], [4.90019, 9.13085, 0.09568], [5.47972, 7.71028, -0.80789]],
  "nbo_charge": [-0.2521, 0.1751, -0.4907, 0.2878, -0.2460, -0.1887, -0.0580, -0.2035, -0.2623, 0.2128, 0.2097, -0.4314, 0.2188, 0.2175, -0.0124, -0.4364, 0.6063, -0.6068, -0.2178, 0.1908, 0.1940, -0.0450, -0.4470, -0.2089, 0.1864, 0.2116, -0.6281, 0.2106, 0.2088, 0.2194, 0.1935, -0.2128, 0.1999, -0.2331, -0.6688, 0.6867, -0.6557, -0.4982, 0.2222, 0.2243, -0.3670, 0.2004, 0.2024, -0.2246, -0.3905, -0.3930, -0.3952, -0.3919, -0.4075, 0.2243, 0.1877, 0.2043, 0.1959, 0.1897, 0.2034, 0.2022, 0.1923, 0.2023, 0.1903, 0.2014, 0.4431, 0.1937, 0.2412, 0.2067, 0.2044, 0.2086, 0.2252, 0.2019, 0.1763]
}

---

{
  "formula": "C2H4F2N2O2",
  "method": "ωB97M-V/def2-TZVPD",
  "orbital_gap_ha": [0.385, 0.281],
  "total_energy_ha": -538.118130,
  "homo_energy_ev": [-10.42, -8.30],
  "species": ["C", "C", "N", "N", "O", "O", "F", "F", "H", "H", "H", "H"],
  "xyz": [[0.11621, -0.15923, -0.77997], [1.00309, 0.89660, 1.26928], [-0.90042, -0.93956, -1.21462], [-0.38028, 2.97742, 0.90055], [0.95081, 0.22226, -1.54382], [0.15534, 0.11517, 0.54398], [-1.34984, 2.31942, 0.16280], [-0.95977, 2.86816, 2.14328], [0.80949, 0.98083, 2.39253], [1.83931, 1.24887, 0.72582], [-0.76614, -1.46721, -2.03672], [-1.71856, -1.03381, -0.65107]],
  "nbo_charge": [0.8853, 0.0172, -0.8321, 0.3571, -0.6150, -0.5229, -0.2543, -0.2538, 0.2123, 0.1899, 0.4148, 0.4015]
}